1.
The following is a DFT calculation (ωB97M-V/def2-TZVPD) of the ion C4H13NP with charge +1 in a non-equilibrium geometry.

Summary:
LUMO = -3.27 eV
Kohn-Sham gap = 10.2 eV
Net charge = +1
Structure (SMILES) = CC[NH2+]CPC

Last columns: bonded neighbours and bond lengths (Å).
Atoms and positions in Å:
1 C -2.964 -0.708 -0.367  C3 1.538, H7 1.066, H8 1.153, H9 1.064
2 C 3.311 0.348 -0.564  P6 1.815, H10 1.091, H11 1.068, H12 1.008
3 C -1.834 0.326 -0.224  C1 1.538, N5 1.396, H13 1.083, H14 1.141
4 C 0.353 0.643 0.583  N5 1.465, P6 2.175, H15 1.098, H16 1.003
5 N -0.717 -0.319 0.308  C3 1.396, C4 1.465, H17 1.076, H18 1.087
6 P 2.131 -0.601 0.437  C2 1.815, C4 2.175, H19 1.557
7 H -3.770 -0.381 -0.983  C1 1.066
8 H -2.519 -1.622 -0.910  C1 1.153
9 H -3.383 -1.040 0.552  C1 1.064
10 H 4.066 -0.432 -0.678  C2 1.091
11 H 3.837 1.129 -0.060  C2 1.068
12 H 2.993 0.639 -1.475  C2 1.008
13 H -2.144 0.976 0.585  C3 1.083
14 H -1.544 0.914 -1.158  C3 1.141
15 H 0.200 1.071 1.583  C4 1.098
16 H 0.417 1.344 -0.131  C4 1.003
17 H -0.279 -1.061 -0.335  N5 1.076
18 H -1.096 -0.951 1.108  N5 1.087
19 H 2.939 -0.276 1.727  P6 1.557



2.
The following is a DFT calculation (ωB97M-V/def2-TZVPD) of a cluster of 2 separate species, C4H13NS in total in a non-equilibrium geometry.

Summary:
LUMO = 0.97 eV
Kohn-Sham gap = 9.4 eV
Structure (SMILES) = CCS.CNC

Last columns: bonded neighbours and bond lengths (Å).
Atoms and positions in Å:
1 C 1.981 -0.363 1.752  C2 1.507, H4 1.193, H5 1.115, H6 1.075
2 C 2.407 0.586 0.662  C1 1.507, S3 1.871, H7 1.073, H8 1.119
3 S 4.016 1.532 0.794  C2 1.871, H15 1.475
4 H 1.333 -1.254 1.293  C1 1.193
5 H 2.991 -0.812 1.898  C1 1.115
6 H 1.443 0.044 2.588  C1 1.075
7 H 2.512 -0.042 -0.202  C2 1.073
8 H 1.552 1.302 0.565  C2 1.119
9 C -1.131 -0.355 -0.734  N10 1.419, H12 1.118, H13 1.144, H14 1.122
10 N -2.090 0.068 -1.691  C9 1.419, C11 1.477, H16 1.066
11 C -3.495 -0.245 -1.358  N10 1.477, H17 1.056, H18 1.086, H19 1.058
12 H -1.535 -0.305 0.308  C9 1.118
13 H -0.311 0.441 -0.689  C9 1.144
14 H -0.510 -1.243 -1.022  C9 1.122
15 H 4.227 1.380 2.246  S3 1.475
16 H -1.837 -0.079 -2.716  N10 1.066
17 H -3.614 0.106 -0.369  C11 1.056
18 H -4.154 0.490 -1.811  C11 1.086
19 H -3.784 -1.251 -1.514  C11 1.058